Here is 2 unconnected molecules or ions with the total composition C6H6N2O4 in a non-equilibrium geometry from the OMol25 dataset. Energies are from wB97M-V/def2-TZVPD.

Element x y z (Å)
1 C -0.061267 0.262125 1.407231
2 C -1.366926 0.805277 1.525460
3 C 0.477001 0.136269 0.069537
4 C -1.921112 1.211815 0.350706
5 C -3.204653 -3.163492 -0.667545
6 C -0.402033 0.738979 -0.957875
7 N -3.066092 1.837890 -0.080943
8 N 1.556893 -0.581017 -0.250790
9 O -2.807927 -3.813562 0.187546
10 O -3.589501 -2.451957 -1.483119
11 O -3.869302 2.009067 0.806568
12 O -3.252501 2.309999 -1.204033
13 H 0.447710 -0.207214 2.285577
14 H -1.943090 0.533451 2.353503
15 H -0.168165 1.858301 -1.134872
16 H -0.941395 0.146977 -1.657344
17 H 1.948889 -1.082620 0.615974
18 H 2.239334 -0.313040 -0.964006

Cartesian forces, eV/Å:
-1.04 -0.22 0.07
2.44 -1.77 1.25
-1.97 1.14 0.16
3.29 -0.45 -5.75
-0.12 0.70 -0.06
-2.30 3.97 3.32
0.79 0.37 -0.13
1.91 -1.86 2.32
0.54 -1.16 1.06
-0.40 0.48 -0.99
-1.95 0.13 2.44
1.00 -0.63 -0.92
-0.41 0.57 -0.81
-0.75 0.19 1.49
-0.37 -2.08 -0.57
0.27 -0.29 -1.02
-0.31 1.04 -2.23
-0.63 -0.12 0.36

For the lowest unoccupied orbital energy (spin up / spin down), the calculation gives 0.12 / -2.37 eV. Its spin multiplicity is 3. The value obtained for the frontier orbital gap (spin up / spin down) is 0.2337 / 0.2622 hartree. For the total energy, the calculation gives -17481.763 eV.

Here is 7 unconnected molecules or ions with the total composition C30H78N4O14 in a non-equilibrium geometry from the OMol25 dataset. Energies are from wB97M-V/def2-TZVPD.

Element x y z (Å)
1 C -0.017070 0.252842 6.462599
2 O 0.384510 -0.157386 5.162609
3 C -0.069376 -1.451163 4.896327
4 C 0.762146 -1.898307 3.687503
5 N 2.110596 -2.200678 4.106256
6 C 2.999325 -1.897175 2.986878
7 C 3.362781 -0.394430 2.805445
8 O 4.306519 0.001755 3.833415
9 C 4.535674 1.427652 3.969200
10 H -1.035290 -0.010734 6.707161
11 H 0.026450 1.320582 6.516548
12 H 0.638066 -0.127459 7.237745
13 H -1.121295 -1.440820 4.647099
14 H 0.067839 -2.073133 5.828264
15 H 0.712237 -1.011664 3.010477
16 H 0.444400 -2.806997 3.074931
17 H 2.329613 -1.706580 4.972441
18 H 2.555619 -2.405274 2.137248
19 H 3.960487 -2.351842 3.209917
20 H 2.458887 0.261362 2.802867
21 H 3.846743 -0.289254 1.840235
22 H 3.654373 1.852134 4.434508
23 H 4.831734 1.850880 3.021678
24 H 5.443914 1.612166 4.564680
25 C -3.806627 -0.764318 4.157566
26 O -3.341170 0.558551 4.131845
27 C -3.525245 1.256896 2.916874
28 C -2.306713 2.202126 2.736823
29 N -1.107374 1.429093 2.612180
30 C 0.021208 2.120722 2.054269
31 C 0.369723 3.460322 2.811590
32 O 0.490256 3.219180 4.171140
33 C 1.093170 4.281583 4.914100
34 H -3.271173 -1.429960 3.447336
35 H -4.910715 -0.805558 3.994617
36 H -3.618667 -1.152036 5.159678
37 H -4.545002 1.642066 2.928455
38 H -3.370821 0.531031 2.116493
39 H -2.354357 2.974037 3.575013
40 H -2.419115 2.833051 1.838732
41 H -0.865987 1.072770 3.503969
42 H -0.191623 2.407299 1.040671
43 H 0.942995 1.539413 2.227685
44 H -0.390862 4.210237 2.607704
45 H 1.275121 3.843815 2.365363
46 H 0.497925 5.176488 4.936454
47 H 2.053963 4.523079 4.509526
48 H 1.212840 4.017458 5.991358
49 C 2.061454 0.244145 -0.698158
50 O 1.924844 -0.921071 -1.516571
51 C 2.400808 -2.043581 -0.852047
52 C 2.131785 -3.264712 -1.683103
53 N 3.076141 -3.363445 -2.794132
54 C 2.872427 -4.485440 -3.771940
55 C 3.982225 -4.527166 -4.786338
56 O 4.049428 -3.302886 -5.441747
57 C 4.959651 -3.222453 -6.557214
58 H 3.042326 0.727517 -0.880418
59 H 1.910157 0.086719 0.335211
60 H 1.259375 0.924633 -1.026564
61 H 1.944070 -2.087847 0.187284
62 H 3.490091 -2.097124 -0.645156
63 H 1.065914 -3.295089 -2.057355
64 H 2.216642 -4.128049 -1.058962
65 H 3.105727 -2.422875 -3.293454
66 H 1.848361 -4.431531 -4.196334
67 H 2.805827 -5.421449 -3.235791
68 H 3.851447 -5.350368 -5.460934
69 H 4.961804 -4.666724 -4.298496
70 H 4.913981 -2.241118 -6.944283
71 H 4.701933 -3.848239 -7.444585
72 H 5.980538 -3.524110 -6.227522
73 C -0.386036 2.346766 -6.238761
74 O 0.292399 2.379747 -4.986773
75 C -0.521757 2.913274 -3.950483
76 C 0.277344 2.628732 -2.647339
77 N -0.189240 3.095864 -1.330495
78 C -0.292747 4.557860 -1.284781
79 C -1.149477 5.123962 -0.194505
80 O -2.317667 4.443631 -0.215491
81 C -3.426353 5.023003 0.502938
82 H 0.393412 2.033144 -6.910177
83 H -0.801324 3.322007 -6.487545
84 H -1.177523 1.589549 -6.372071
85 H -1.464119 2.354101 -3.946511
86 H -0.758975 3.958959 -4.078007
87 H 1.352421 2.789625 -2.866445
88 H 0.140616 1.545178 -2.520256
89 H -1.065493 2.625084 -1.143050
90 H -0.714970 4.995446 -2.189921
91 H 0.779977 4.939795 -1.204617
92 H -1.334730 6.175654 -0.470783
93 H -0.646277 5.111299 0.773274
94 H -4.334137 4.577794 0.103056
95 H -3.423693 6.112750 0.364892
96 H -3.338167 4.885283 1.590358
97 O -3.054184 -2.138037 -3.331961
98 C -2.193152 -2.763532 -4.292596
99 C -1.841717 -1.784581 -5.341184
100 O -2.972583 -1.310928 -5.978268
101 H -3.196668 -2.639658 -2.498217
102 H -1.291724 -3.198378 -3.764883
103 H -2.650863 -3.611056 -4.813718
104 H -1.140279 -2.251727 -6.029417
105 H -1.261389 -0.907794 -4.933609
106 H -3.613926 -1.017268 -5.366431
107 O -2.158131 -2.983549 1.639850
108 C -1.590463 -4.168055 1.045636
109 C -1.757037 -4.067679 -0.512763
110 O -3.031043 -3.535899 -0.831372
111 H -1.742332 -2.201173 1.262171
112 H -0.513560 -4.354166 1.236227
113 H -2.223728 -4.991547 1.379856
114 H -1.651401 -5.093172 -0.915675
115 H -1.010839 -3.389380 -0.924176
116 H -3.441803 -3.155529 -0.078821
117 O -1.614136 -0.571359 0.569364
118 C -1.711257 -0.137123 -0.785116
119 C -3.047086 0.439157 -1.128160
120 O -2.928628 0.819183 -2.514335
121 H -1.435263 0.123369 1.213433
122 H -0.889080 0.511294 -0.982196
123 H -1.511380 -1.003864 -1.425064
124 H -3.301528 1.341402 -0.528790
125 H -3.876083 -0.278718 -0.986886
126 H -2.919765 -0.050286 -2.996237

Cartesian forces, eV/Å:
0.23 0.29 -0.23
-0.22 0.86 0.84
0.33 -1.43 -0.14
-0.57 -0.64 -0.20
0.13 0.35 -0.14
1.04 0.68 1.79
-0.29 0.18 0.21
-0.26 0.05 -0.12
0.34 -1.50 -0.09
-0.47 -0.36 -0.14
0.17 0.74 -0.21
0.27 -0.41 0.13
-0.51 -0.02 -0.04
0.02 0.13 -1.01
0.00 -0.43 0.12
-0.43 1.19 0.99
0.28 0.10 -0.58
0.19 0.39 -0.43
0.23 -0.33 -0.22
0.55 -0.36 0.26
0.16 0.17 -0.40
-0.10 0.56 -0.12
-0.56 0.37 -0.65
-0.55 -0.55 0.31
-0.53 -0.41 -0.13
0.59 0.24 0.65
1.31 -0.82 -0.25
-1.99 1.69 0.64
-0.30 -0.40 -0.51
0.92 1.73 1.98
-0.69 -0.64 -1.10
0.39 0.03 1.33
-0.42 -0.80 0.72
-0.37 0.41 0.08
0.62 -0.08 -0.12
0.00 0.08 0.02
0.15 0.63 -0.41
-0.61 -0.11 -0.34
0.53 -0.95 -0.55
-0.15 -0.48 -0.01
0.36 -0.62 1.05
0.37 -0.21 -0.70
-0.57 -0.23 -0.71
-0.39 0.24 0.13
0.72 0.19 -0.09
-0.57 0.53 -0.37
0.78 0.15 -0.31
-0.10 -0.37 -0.93
-0.17 0.99 -2.34
0.29 0.74 0.69
0.04 -0.99 1.35
-1.12 -0.30 -1.35
0.40 0.94 -1.09
-0.99 1.38 1.21
0.85 0.19 0.66
-0.05 1.00 -1.72
-0.05 -1.79 0.72
-0.38 -0.21 0.22
-0.08 -0.66 1.27
0.59 -0.06 0.19
0.04 -0.24 -1.13
-0.11 0.72 -0.30
0.59 0.33 0.35
0.30 -0.77 0.50
-0.11 -1.87 0.64
0.45 0.27 -0.52
0.52 -0.34 0.44
-0.29 -0.59 -0.64
-0.25 -0.28 0.28
0.20 1.27 0.06
-0.22 -0.15 0.83
-0.48 0.42 -0.24
0.46 -0.39 0.20
-0.80 0.30 -0.10
0.23 -0.85 0.78
-0.51 -1.54 -0.05
0.32 0.91 -0.89
1.68 0.12 -0.35
1.33 1.29 0.10
-2.86 -1.15 0.59
1.10 0.30 -0.17
0.22 0.27 -0.70
0.09 0.16 -0.17
0.00 0.13 0.75
-0.07 0.14 0.29
0.13 0.57 -0.37
-0.53 0.30 0.45
0.53 0.05 -0.49
-0.30 0.43 -0.05
0.08 -0.25 -0.42
-1.34 -0.20 -0.03
0.20 0.07 0.27
-0.03 -0.09 0.31
0.04 0.01 0.14
-0.17 -0.12 -0.28
-0.03 -0.33 -0.19
-0.17 0.23 -0.17
0.67 -1.38 1.73
1.58 1.57 0.95
0.27 -0.34 -2.37
0.41 -0.15 -0.58
-0.60 0.64 -0.59
-0.48 -0.01 0.29
-0.33 -0.10 -0.45
-0.36 -0.69 0.06
-0.92 0.39 1.28
0.42 -1.56 0.23
-0.63 0.86 -1.33
-0.04 -0.21 1.39
0.18 -0.91 -1.90
0.21 0.66 -0.29
-0.55 0.20 0.36
0.31 -0.03 0.23
-0.05 0.58 -0.13
0.30 -0.11 -0.10
-0.28 0.59 1.50
-0.20 -1.06 -0.42
0.27 -1.14 1.15
-0.34 0.71 -0.69
-0.52 -1.01 -0.07
0.20 0.79 0.39
0.39 0.97 -0.29
-0.22 -0.07 0.14
0.29 -0.39 -0.42
0.40 0.11 0.03
0.00 0.92 0.40

For the lowest unoccupied orbital energy, the calculation gives 0.63 eV. The SMILES is COCCNCCOC.COCCNCCOC.COCCNCCOC.COCCNCCOC.OCCO.OCCO.OCCO. The value obtained for the frontier orbital gap is 0.3359 hartree. For the total energy, the calculation gives -66992.731 eV.

Here is a molecular structure, C23H25N8ReS in a non-equilibrium geometry from the OMol25 dataset. Energies are from wB97M-V/def2-TZVPD.

Element x y z (Å)
1 Re 0.851767 -0.558242 0.344829
2 C -3.009210 -2.243857 1.835950
3 C -3.959604 -1.498026 1.140906
4 C -3.566727 -0.836085 0.001141
5 C -2.224922 -0.893873 -0.410306
6 N -1.293278 -1.545822 0.324043
7 C -1.702795 -2.234400 1.387200
8 N -1.965750 -0.351553 -1.626573
9 C -0.815812 -0.330104 -2.211276
10 N 0.417095 -0.605923 -1.664868
11 C 1.334272 -0.738187 -2.686628
12 N 2.506107 -1.263256 -2.611815
13 C 3.024191 -1.837030 -1.501868
14 C 4.245853 -2.501473 -1.683520
15 C 4.813029 -3.216373 -0.656363
16 C 4.147413 -3.254153 0.567410
17 C 2.972447 -2.549214 0.694654
18 N 2.402995 -1.844863 -0.293453
19 C 0.696263 -0.362611 -3.942350
20 C 1.174419 -0.294776 -5.235805
21 C 0.282590 0.097749 -6.226667
22 C -1.046020 0.374959 -5.933173
23 C -1.542885 0.255661 -4.639774
24 C -0.650132 -0.097159 -3.645982
25 H -3.267346 -2.821092 2.707370
26 H -4.984844 -1.453447 1.472847
27 H -4.245442 -0.278192 -0.623191
28 H -0.945688 -2.814196 1.904185
29 H 4.690700 -2.422771 -2.660598
30 H 5.745393 -3.740517 -0.794680
31 H 4.538074 -3.801185 1.411059
32 H 2.462590 -2.524557 1.654949
33 H 2.200095 -0.540562 -5.454703
34 H 0.624122 0.181659 -7.246846
35 H -1.699965 0.694095 -6.729914
36 H -2.579273 0.434111 -4.404233
37 S 2.516928 0.958647 0.645640
38 C 0.323624 3.896856 2.179589
39 N -0.231112 2.666737 1.650185
40 C -0.291408 2.643026 0.204790
41 C -0.361392 1.561691 2.407650
42 N -0.139963 0.350372 1.926124
43 N -0.783880 1.725983 3.690708
44 C -1.778135 2.724721 4.028296
45 C -0.705239 0.643153 4.647142
46 H 1.301951 4.055290 1.717277
47 H 0.461127 3.839556 3.255726
48 H -0.320744 4.743107 1.931745
49 H -0.932291 3.463264 -0.130640
50 H -0.717857 1.703254 -0.152807
51 H 0.703896 2.765201 -0.231791
52 H -0.488634 -0.366462 2.563714
53 H -1.985989 3.366630 3.177934
54 H -1.443720 3.331236 4.870329
55 H -2.703285 2.214369 4.312578
56 H -1.511335 -0.087613 4.506261
57 H -0.806667 1.066875 5.644805
58 H 0.264405 0.149369 4.592792

Cartesian forces, eV/Å:
1.41 2.00 -0.43
0.26 -0.05 -0.04
0.20 0.10 -0.12
0.21 -0.13 0.20
-0.12 -0.40 0.48
0.41 0.46 -0.46
-0.41 -0.37 0.51
0.40 0.64 -1.04
-0.75 -0.24 0.60
-0.06 0.03 0.80
0.96 -0.73 0.36
-0.59 0.92 -0.95
0.09 -0.37 0.70
-0.12 -0.01 0.24
-0.21 0.12 0.02
-0.15 0.12 -0.05
0.22 -0.36 0.50
0.32 -0.42 -0.46
-0.85 0.38 -0.24
-0.02 -0.04 0.21
0.09 -0.05 0.03
-0.10 0.04 0.07
0.09 -0.02 0.21
0.77 0.04 -0.55
-0.05 -0.09 0.10
-0.11 -0.04 0.05
-0.09 0.00 -0.02
0.04 0.06 0.05
0.06 -0.04 -0.09
0.10 -0.03 -0.02
0.00 0.00 0.04
0.02 0.01 -0.10
0.15 0.01 -0.05
0.04 0.02 -0.08
-0.11 -0.03 -0.06
-0.14 0.06 -0.02
-1.45 -1.52 -0.34
0.13 0.27 0.11
-0.03 -0.41 0.05
-0.03 0.00 -0.37
-0.06 0.41 0.13
-0.27 -0.81 0.32
0.33 -0.05 -0.33
-0.24 0.20 0.05
0.16 -0.14 0.05
-0.03 0.03 0.03
-0.04 -0.01 -0.05
0.01 -0.01 0.07
-0.01 -0.04 0.04
-0.03 0.15 0.05
-0.12 -0.04 0.03
-0.26 0.34 -0.24
0.00 0.00 0.04
-0.02 0.05 -0.02
-0.01 0.08 0.01
0.02 -0.02 0.02
0.01 -0.05 -0.01
-0.03 -0.03 -0.03

The charge is +1. For the lowest unoccupied orbital energy (spin up / spin down), the calculation gives -3.65 / -3.69 eV. Its spin multiplicity is 4. The value obtained for the frontier orbital gap (spin up / spin down) is 0.2403 / 0.2549 hartree. For the total energy, the calculation gives -49138.311 eV.

Here is a molecular structure, C10H3Cl4F6N2O6S2TeY from the OMol25 dataset. Energies are from wB97M-V/def2-TZVPD.

Element x y z (Å)
1 Y -0.336668 -0.294452 -0.638849
2 Cl 5.114787 -4.754717 -0.383241
3 C 4.134376 -3.328098 -0.231856
4 C 4.637203 -2.197544 0.379478
5 Cl 6.261016 -2.181870 0.998648
6 C 3.831095 -1.054052 0.505663
7 Cl 4.422660 0.366750 1.308873
8 C 2.530533 -1.031198 0.018441
9 O 1.702251 -0.030926 0.148974
10 C 2.019215 -2.197207 -0.649071
11 O 0.784757 -2.120560 -1.075947
12 C 2.822788 -3.325083 -0.736656
13 Cl 2.158675 -4.738636 -1.492554
14 Te -1.071512 1.142687 -2.914866
15 C -2.254648 3.385350 -0.151110
16 C -1.415544 2.395904 0.501733
17 N -0.739977 1.628631 1.030070
18 H -3.295037 3.090281 -0.023821
19 H -2.002667 3.348029 -1.215188
20 H -2.066247 4.371558 0.273505
21 F -4.544609 0.514358 2.638565
22 C -4.659541 -0.684857 2.044483
23 F -3.999667 -1.564958 2.786611
24 F -5.954279 -1.008821 2.028179
25 S -3.986959 -0.541532 0.313449
26 O -2.557427 -0.638181 0.571495
27 O -4.491641 0.724503 -0.119101
28 N -4.602540 -1.680522 -0.542566
29 S -4.634693 -3.240410 -0.286301
30 O -4.827740 -3.601652 1.090406
31 O -5.471829 -3.836871 -1.281029
32 C -2.942830 -3.869882 -0.682924
33 F -2.992982 -5.205313 -0.739474
34 F -2.510147 -3.402073 -1.844548
35 F -2.071345 -3.529550 0.273102

Cartesian forces, eV/Å:
-0.22 0.16 0.19
0.00 0.01 0.00
0.00 -0.02 -0.02
0.01 0.03 0.01
-0.01 0.00 0.00
0.02 0.00 0.00
0.00 0.00 0.00
-0.08 -0.08 -0.03
0.10 0.12 0.07
-0.03 0.02 0.22
-0.12 -0.23 0.03
0.02 0.00 -0.11
0.00 0.01 0.01
0.01 0.06 -0.13
-0.02 -0.02 0.04
0.10 0.07 -0.05
-0.10 0.00 -0.03
-0.03 0.01 -0.03
-0.01 -0.02 0.01
-0.02 -0.01 0.03
0.01 -0.02 -0.02
0.00 0.01 0.03
0.01 0.01 0.01
0.01 0.04 0.00
-0.26 0.16 0.26
0.45 -0.30 -0.42
0.07 -0.04 -0.02
0.16 -0.08 -0.01
-0.17 0.06 0.09
0.04 0.00 -0.01
0.03 -0.03 -0.07
0.12 0.08 0.15
0.01 0.00 -0.04
0.00 0.01 -0.03
-0.09 0.02 -0.11

The charge is -2. For the lowest unoccupied orbital energy, the calculation gives 4.20 eV. The value obtained for the frontier orbital gap is 0.1970 hartree. For the total energy, the calculation gives -122091.216 eV.